No. 1
Entry from the OMol25 dataset: a molecular structure, C8H17BrClNO2P (ωB97M-V with the def2-TZVPD basis set).

Values from the calculation:
**HOMO level**: -12.722 eV
**Total energy**: -3895.56213 hartree
**Molar mass**: 305.560 g/mol
**Net charge**: +1

Cartesian coordinates (Å):
1 C -2.3978 -2.6061 -0.4357
2 C -3.2849 -1.3866 -0.6660
3 C -2.8366 -0.1101 0.0389
4 Br -2.2105 -0.3956 1.8428
5 P -1.5887 0.7864 -0.9085
6 C -0.8141 2.0631 0.0849
7 C 0.1435 2.9608 -0.6563
8 O 0.5270 3.9810 -0.2174
9 Cl 0.7338 2.3379 -2.1963
10 H -2.6209 -3.3588 -1.1802
11 H -1.3445 -2.3495 -0.4788
12 H -2.6227 -3.0330 0.5314
13 H -3.4349 -1.2070 -1.7286
14 H -4.2664 -1.6141 -0.2628
15 H -3.6830 0.5629 0.1205
16 H -0.6462 -0.0590 -1.4806
17 H -2.2635 1.4554 -1.9225
18 H -0.3175 1.6067 0.9388
19 H -1.6104 2.6976 0.4667
20 C 1.7782 -0.1185 1.6458
21 O 0.6039 -0.0823 1.2873
22 N 2.8034 -0.1949 0.7907
23 C 4.1966 -0.1696 1.2013
24 C 2.4415 -0.2893 -0.6087
25 H 2.0783 -0.0512 2.7013
26 H 4.7075 0.6847 0.7563
27 H 4.7015 -1.0842 0.8894
28 H 4.2571 -0.0886 2.2835
29 H 1.7942 0.5557 -0.8142
30 H 1.8586 -1.1977 -0.7735
31 H 3.3176 -0.2963 -1.2496

These are the Löwdin partial charges, in e, on atoms 1 to 8: -0.1195 -0.3328 -0.8502 0.8571 1.0159 -0.3285 -0.8287 0.1186



No. 2
Entry from the OMol25 dataset: a single C5H5NO2 molecule in a non-equilibrium geometry (ωB97M-V with the def2-TZVPD basis set).

Values from the calculation:
**HOMO level**: -7.484 eV
**Total energy**: -398.54437 hartree
**Molar mass**: 111.100 g/mol
**ΔE to the lowest compared entry with this formula, charge and spin**: 614.63 kJ/mol
**SMILES string**: C1=CO/C(=C2\CO2)N1
**Net charge**: 0

Cartesian coordinates (Å):
1 C -0.0802 0.6045 -2.1298
2 C 0.9448 1.0442 -1.4046
3 C -0.1168 -0.0410 0.0535
4 C -0.0057 -1.0735 2.3787
5 C -0.4054 -0.8754 1.0936
6 N -0.9703 0.1132 -1.0444
7 O 1.2741 0.4365 -0.2857
8 O -1.2923 -1.4128 1.8895
9 H -0.0727 0.8827 -3.2357
10 H 1.8508 1.5033 -1.9538
11 H 0.6284 -1.8592 2.7589
12 H -0.0310 -0.0146 2.8763
13 H -1.7237 0.6922 -0.9964

These are the Löwdin partial charges, in e, on atoms 1 to 8: -0.0569 -0.2573 -0.1473 -0.0813 -0.2858 0.0540 0.0376 0.0948



No. 3
Entry from the OMol25 dataset: a gas-phase ion, C33H30O3P (charge +1) in a non-equilibrium geometry (ωB97M-V with the def2-TZVPD basis set).

Values from the calculation:
**HOMO level**: -11.053 eV
**Total energy**: -1842.21659 hartree
**Molar mass**: 505.574 g/mol
**Net charge**: +1

Cartesian coordinates (Å):
1 C -4.8419 -2.7987 -2.5089
2 C -3.5555 -2.1671 -2.1823
3 C -3.5270 -0.8979 -1.6049
4 C -2.3277 -0.2555 -1.3208
5 C -1.0989 -0.9074 -1.4603
6 C 0.2363 -0.1653 -1.0228
7 C 1.4722 -0.9698 -1.4647
8 C 2.5481 -0.3227 -2.0951
9 C 3.7096 -1.0388 -2.3643
10 C 3.8060 -2.4043 -2.0848
11 C 5.0561 -3.1481 -2.4295
12 C 2.7419 -3.0396 -1.4233
13 C 1.6039 -2.3181 -1.0917
14 C -1.1245 -2.1032 -2.2051
15 C -2.3306 -2.7410 -2.4995
16 H -4.7991 -3.8976 -2.5251
17 H -5.5963 -2.5256 -1.7629
18 H -5.2441 -2.4777 -3.4852
19 H -4.4849 -0.4189 -1.3467
20 H -2.4019 0.7492 -0.8899
21 H 0.1991 0.7760 -1.5893
22 H 2.5015 0.7250 -2.3625
23 H 4.5808 -0.5348 -2.8092
24 H 4.9007 -4.2208 -2.5883
25 H 5.5036 -2.7314 -3.3360
26 H 5.8182 -3.0433 -1.6442
27 H 2.7513 -4.1061 -1.1771
28 H 0.7359 -2.7858 -0.5715
29 H -0.1897 -2.5899 -2.4844
30 H -2.2677 -3.7195 -2.9885
31 C 4.0518 -0.0644 4.0455
32 C 3.9746 -1.1426 3.1562
33 C 3.3125 -0.9982 1.9429
34 C 2.7375 0.2290 1.6386
35 O 1.8686 0.2715 0.5859
36 P 0.4816 1.0459 0.2464
37 O 0.5018 2.3905 -0.9508
38 C -0.5444 3.2779 -1.0751
39 C -1.3621 3.2639 -2.2093
40 C -2.5298 4.0259 -2.1789
41 C -2.7735 4.8936 -1.1110
42 C -1.8716 4.9742 -0.0305
43 C -0.7601 4.1283 0.0029
44 O -0.9411 0.5533 0.7811
45 C -1.5591 0.5297 1.9879
46 C -2.8268 0.0150 2.0640
47 C -3.4217 -0.1567 3.3062
48 C -2.7348 0.2556 4.4580
49 C -1.4935 0.8912 4.3623
50 C -0.8844 1.0678 3.0985
51 C 2.7752 1.3201 2.4916
52 C 3.4261 1.1592 3.7334
53 H 4.5056 -0.1923 5.0340
54 H 4.4042 -2.1042 3.4127
55 H 3.2879 -1.7884 1.2043
56 H -1.1318 2.6319 -3.0535
57 H -3.2399 3.9867 -3.0088
58 H -3.6486 5.5582 -1.1072
59 H -2.0336 5.6673 0.8084
60 H -0.0269 4.1169 0.8239
61 H -3.3209 -0.3645 1.1648
62 H -4.4041 -0.6069 3.4052
63 H -3.1840 0.1694 5.4551
64 H -0.9416 1.2320 5.2582
65 H 0.0943 1.5483 2.9629
66 H 2.3171 2.2787 2.1880
67 H 3.5195 2.0151 4.4251

These are the Löwdin partial charges, in e, on atoms 1 to 8: -0.0590 -0.2929 -0.0430 -0.0682 -0.1285 -0.1963 -0.2191 -0.0210



No. 4
Entry from the OMol25 dataset: a single C2H4N4O molecule in a non-equilibrium geometry (ωB97M-V with the def2-TZVPD basis set).

Values from the calculation:
**HOMO level**: -9.370 eV
**Total energy**: -372.79938 hartree
**Molar mass**: 100.081 g/mol
**ΔE to the lowest compared entry with this formula, charge and spin**: 265.04 kJ/mol
**SMILES string**: Nn1cnnc1O
**Net charge**: 0

Cartesian coordinates (Å):
1 C 1.0272 -1.0264 -0.1176
2 C 0.5301 1.0593 -0.0877
3 H -1.8424 -0.9614 -0.7541
4 H -1.7284 -0.9679 1.0380
5 H 0.9573 -2.0648 -0.1555
6 H -1.1253 1.8911 0.0939
7 N -1.4787 -0.5072 0.0748
8 N -0.1258 -0.2259 -0.1585
9 N 2.1682 -0.3816 0.0547
10 N 1.7653 1.0049 0.0744
11 O -0.1476 2.1799 -0.0623

These are the Löwdin partial charges, in e, on atoms 1 to 8: -0.1671 -0.5063 0.0895 0.1532 0.0890 0.1551 0.0587 -0.0942



Number 1: orbital gap 0.3647 Eh. Number 2: orbital gap 0.3057 Eh. Number 3: orbital gap 0.1874 Eh. Number 4: orbital gap 0.3538 Eh.